ORCA calculation (ωB97M-V with the def2-TZVPD basis set) on C20H27Cl3F3N2PdSi2 as an isolated structure in a non-equilibrium geometry.

```
58
Properties=species:S:1:pos:R:3:forces:R:3
Pd -0.252 -0.644 0.364 -0.2 -0.2 0.3
C 0.271 -0.018 2.256 0.0 0.0 -0.2
Si 1.856 0.872 2.568 0.1 0.1 0.0
C 1.813 2.752 2.212 0.0 0.0 -0.1
N 1.411 3.282 0.903 0.0 -0.2 0.2
C 2.428 3.046 -0.116 0.1 0.1 -0.3
C 2.235 3.791 -1.399 0.1 -0.3 0.2
C 1.282 3.192 -3.868 0.0 0.4 0.4
C 0.005 5.065 -1.873 -0.1 0.0 0.5
C 0.096 2.849 0.497 0.3 0.4 -0.1
C 3.364 0.137 1.706 0.0 0.0 -0.1
C 3.273 -0.958 0.847 0.0 0.0 0.0
C 4.390 -1.447 0.181 0.0 0.0 0.0
C 5.627 -0.846 0.362 0.0 0.0 0.0
C 5.743 0.243 1.217 0.0 0.0 0.0
C 4.623 0.723 1.879 0.0 0.0 0.0
C 2.236 0.851 4.430 0.0 0.0 0.0
C 3.318 0.169 4.990 0.0 0.0 0.0
C 3.527 0.139 6.363 0.0 0.0 0.0
C 2.651 0.795 7.215 0.0 0.0 0.0
C 1.562 1.474 6.685 0.0 0.0 0.0
C 1.361 1.495 5.312 0.0 0.0 0.0
H -0.567 0.621 2.567 0.0 0.0 0.0
H 0.254 -0.891 2.910 0.0 0.0 0.0
H 2.819 3.135 2.416 0.0 0.0 0.1
H 1.174 3.216 2.972 0.0 0.0 0.0
H 2.497 1.948 -0.306 0.0 0.0 0.0
H 3.414 3.312 0.277 -0.1 0.0 0.2
H -0.755 3.424 -2.985 0.0 0.1 -0.2
H 3.133 4.038 -1.957 -0.1 0.0 -0.1
H 0.745 3.619 -4.695 -0.1 -0.3 -0.1
H 2.054 2.450 -3.807 0.2 0.1 0.0
H -0.908 5.364 -2.359 0.1 0.1 -0.1
H 0.710 5.653 -1.312 0.1 0.1 -0.2
H -0.469 3.677 0.042 0.1 0.0 -0.1
H -0.467 2.455 1.342 0.0 0.0 0.0
H 2.311 -1.429 0.686 0.0 0.0 0.0
H 4.289 -2.295 -0.486 0.0 0.0 0.0
H 6.498 -1.220 -0.162 0.0 0.0 0.0
H 6.705 0.719 1.364 0.0 0.0 0.0
H 4.732 1.575 2.544 0.0 0.0 0.0
H 4.011 -0.354 4.341 0.0 0.0 0.0
H 4.375 -0.400 6.768 0.0 0.0 0.0
H 2.811 0.774 8.286 0.0 0.0 0.0
H 0.867 1.983 7.341 0.0 0.0 0.0
H 0.495 2.020 4.921 0.0 0.0 0.0
F 0.417 -3.426 -0.024 0.0 0.0 0.0
C -0.134 -2.635 0.982 0.0 0.0 0.0
F -1.372 -3.211 1.180 0.0 0.0 0.0
F 0.580 -2.993 2.083 0.0 0.0 0.0
N -1.272 -1.527 -1.402 0.0 0.1 0.0
H -1.158 -1.035 -2.280 0.0 0.0 0.0
H -2.261 -1.559 -1.186 0.0 0.0 0.0
H -0.930 -2.476 -1.506 0.0 0.0 0.0
Cl 1.205 0.340 -2.131 0.2 0.4 -0.2
Si -0.033 1.508 -0.884 -0.6 -0.8 0.6
Cl -2.011 1.586 -1.621 0.2 0.2 -0.1
Cl 0.513 3.565 -2.393 -0.2 -0.2 -0.5
```
Forces are in eV/Å.

The value obtained for the maximum force is 1.2 eV Å⁻¹. The energy relative to the best compared isomer or geometry (same formula, charge and spin) comes out at 361.8 kcal/mol. The expectation value of S² is 2.0188. Its multiplicity is 3. The calculation puts the HOMO energy (spin up / spin down) at -3.62 / -3.71 eV. Its orbital gap (spin up / spin down) is 6.242 / 4.974 eV. For the energy, the calculation gives -3274.5247 Eh. Its total charge is -1.

***

ORCA calculation (ωB97M-V with the def2-TZVPD basis set) on an isolated ion of composition C2H2N3OS and charge -1 in a non-equilibrium geometry.

```
9
Properties=species:S:1:pos:R:3:forces:R:3
C 0.339 -2.088 -1.247 -0.6 0.3 0.8
C -0.555 -0.212 0.517 -0.5 -0.4 1.5
N 0.363 -1.880 -2.371 0.6 -0.2 -1.8
N 0.597 1.837 0.185 -1.3 -0.6 0.2
N 0.479 0.397 0.124 2.0 0.1 -0.9
O -1.622 -0.087 1.123 0.1 0.7 -0.5
S -0.062 -2.083 0.363 -0.1 -1.0 0.6
H -0.382 2.092 0.153 -0.3 1.0 -0.1
H 0.842 2.025 1.152 0.2 0.1 0.2
```
Forces are in eV/Å.

The value obtained for the maximum force is 2.2 eV Å⁻¹. The energy relative to the best compared isomer or geometry (same formula, charge and spin) comes out at 32.6 kcal/mol. The calculation puts the HOMO energy at -4.43 eV. Its orbital gap is 8.131 eV. For the energy, the calculation gives -715.1117 Eh. Its total charge is -1.

***

ORCA calculation (ωB97M-V with the def2-TZVPD basis set) on a 7-piece molecular cluster, C22H35ClNO12 overall in a non-equilibrium geometry.

```
71
Properties=species:S:1:pos:R:3:forces:R:3
Cl 0.223 -0.373 1.120 -0.9 -0.6 0.3
O 0.961 0.658 0.429 -0.1 0.2 -0.3
O 0.863 -1.647 0.910 0.4 0.1 0.2
O 0.136 -0.037 2.515 0.4 -0.1 0.2
O -1.144 -0.494 0.625 0.2 0.6 -0.4
O 7.056 -0.376 2.038 -0.2 0.3 0.0
C 5.928 0.016 2.182 0.2 -1.0 1.0
O 5.324 0.819 1.323 0.1 1.2 -1.5
C 4.124 1.413 1.827 0.4 -0.3 1.6
C 3.703 0.477 2.987 -0.4 -0.7 -0.3
C 4.882 -0.468 3.189 0.7 0.0 -0.5
H 3.400 1.606 1.046 0.0 -0.4 -0.2
H 4.391 2.354 2.317 0.1 0.2 -0.5
H 2.844 -0.141 2.736 -0.4 0.5 0.2
H 3.551 1.071 3.885 -0.4 -0.1 0.0
H 4.761 -1.490 2.812 -0.6 0.1 0.1
H 5.181 -0.606 4.225 0.4 0.4 -0.1
O 1.317 -7.103 1.104 -0.4 -0.1 0.2
C 0.952 -6.365 0.234 0.9 -0.4 -0.1
O 0.663 -6.826 -1.003 0.5 -0.5 -0.3
C 0.419 -5.761 -1.920 -1.4 1.1 0.5
C 0.902 -4.467 -1.231 0.1 -0.7 -0.2
C 0.908 -4.880 0.255 0.7 1.2 -0.7
H -0.674 -5.751 -2.001 0.1 0.2 -0.6
H 0.906 -5.886 -2.882 0.0 -0.6 0.1
H 0.361 -3.561 -1.482 -0.4 -0.2 0.1
H 1.917 -4.296 -1.600 0.1 0.1 0.4
H 0.096 -4.503 0.873 0.0 0.1 -0.1
H 1.858 -4.505 0.631 -0.2 -0.1 0.7
O -6.656 -1.765 -2.276 -0.2 0.3 -0.6
C -5.992 -1.655 -1.291 -0.5 -0.9 0.3
O -4.740 -2.117 -1.223 0.9 -0.6 -0.3
C -4.115 -1.866 0.042 -1.4 0.6 0.9
C -5.289 -1.565 1.008 -0.8 1.5 -0.9
C -6.444 -1.165 0.057 0.8 -0.1 -0.1
H -3.511 -0.971 -0.085 0.5 -0.3 0.2
H -3.596 -2.721 0.462 0.5 -0.1 -0.8
H -5.112 -0.621 1.524 0.5 -0.6 0.8
H -5.602 -2.380 1.652 0.3 0.0 0.2
H -6.503 -0.079 -0.049 -0.4 0.0 0.2
H -7.401 -1.616 0.295 -0.1 0.2 0.0
N -2.901 2.320 0.148 1.0 0.2 -0.1
C -4.197 2.449 0.484 -1.2 -0.4 0.8
C -4.739 3.579 -0.091 1.5 -0.7 -0.1
C -3.649 4.145 -0.841 -0.9 0.1 -0.1
C -2.536 3.362 -0.647 -0.4 0.5 -0.4
H -2.225 1.665 0.510 -0.2 -0.4 0.1
H -4.656 1.704 1.122 0.0 0.2 0.0
H -5.747 3.920 0.054 -0.1 0.1 -0.2
H -3.795 4.963 -1.531 0.5 0.2 0.2
H -1.530 3.478 -1.010 0.0 -0.1 -0.1
C 3.307 5.626 0.902 -0.3 -0.8 -0.3
C 2.042 5.355 0.062 0.2 -0.1 1.0
O 1.385 6.217 -0.462 0.1 0.3 -0.1
C 1.673 3.896 -0.025 -0.4 -0.4 0.4
H 3.686 4.629 1.137 0.5 0.2 -0.1
H 3.143 6.088 1.875 -0.4 0.3 -0.2
H 4.026 6.208 0.331 0.0 0.0 0.0
H 2.439 3.345 -0.575 -0.2 0.0 -0.3
H 0.663 3.764 -0.406 0.2 0.1 -0.6
H 1.630 3.377 0.939 0.3 0.4 0.2
C 1.999 0.914 -3.001 0.7 -0.9 -0.5
C 0.965 -0.029 -3.526 -2.0 0.4 0.5
O 0.602 -0.059 -4.681 0.5 0.0 -0.1
C 0.267 -0.914 -2.484 1.3 -0.9 -1.2
H 2.909 0.297 -3.076 0.1 0.2 0.4
H 1.816 1.133 -1.952 0.1 0.3 0.0
H 2.163 1.748 -3.678 -0.2 0.2 0.2
H -0.058 -1.795 -3.042 -0.3 0.1 0.1
H -0.588 -0.478 -1.980 0.2 0.3 0.2
H 1.055 -1.263 -1.813 -0.4 0.2 0.6
```
Forces are in eV/Å.

The value obtained for the maximum force is 2.1 eV Å⁻¹. The energy relative to the best compared isomer or geometry (same formula, charge and spin) comes out at 0.0 kcal/mol. The calculation puts the HOMO energy at -6.30 eV. Its orbital gap is 8.693 eV. For the energy, the calculation gives -2276.9624 Eh. Its total charge is -1.

***

ORCA calculation (ωB97M-V with the def2-TZVPD basis set) on a 3-piece molecular cluster, C6H15NO2 overall in a non-equilibrium geometry.

```
24
Properties=species:S:1:pos:R:3:forces:R:3
C -1.816 -0.056 -0.940 0.1 0.4 -0.4
C -0.400 -1.333 1.837 0.3 0.0 0.1
C -3.238 -0.500 -1.021 -0.1 0.2 0.2
O -1.538 -0.584 1.456 -0.2 1.0 0.2
O -1.454 1.096 -0.794 -0.3 -0.5 -0.2
H -1.328 0.376 1.496 -0.1 -1.0 0.0
H -1.080 -0.861 -1.116 0.1 0.1 0.1
H 0.496 -1.009 1.297 -0.1 -0.1 0.1
H -0.221 -1.246 2.912 0.1 -0.1 0.0
H -0.614 -2.374 1.596 0.0 0.0 0.0
H -3.387 -1.102 -1.916 0.0 0.0 -0.1
H -3.447 -1.127 -0.156 0.0 -0.1 0.0
H -3.910 0.353 -1.013 0.0 0.0 0.0
C 2.026 0.405 -1.584 0.1 0.1 0.1
C 2.041 0.822 -0.143 0.0 -0.1 0.0
N 1.290 1.955 0.122 0.0 0.2 0.0
C 2.762 0.189 0.784 0.1 -0.1 0.0
H 1.165 2.164 1.101 0.0 0.0 -0.1
H 0.438 2.042 -0.417 0.0 -0.1 0.1
H 2.484 -0.572 -1.712 0.0 0.0 0.0
H 2.582 1.130 -2.179 0.0 0.0 -0.1
H 1.005 0.381 -1.963 -0.1 0.0 0.0
H 3.393 -0.644 0.534 0.1 -0.1 -0.1
H 2.750 0.495 1.818 0.0 0.1 0.2
```
Forces are in eV/Å.

The value obtained for the maximum force is 1.1 eV Å⁻¹. The energy relative to the best compared isomer or geometry (same formula, charge and spin) comes out at 51.1 kcal/mol. The calculation puts the HOMO energy at -7.99 eV. Its orbital gap is 8.836 eV. For the energy, the calculation gives -442.7998 Eh. Its total charge is 0.